[1]
14
Properties=species:S:1:pos:R:3:forces:R:3 method="wB97M-V/def2-TZVPD" total_charge=+1 orbital_gap_ev=9.988 e_homo_ev=-14.153 multiplicity=1 de_lowest_ev=4.6699
H 0.66000 0.29578 -3.64323 0.7 0.7 -0.3
N 0.26804 -0.22402 -2.87829 -1.0 -0.6 2.2
N 0.43353 0.37113 -1.79487 2.2 2.0 -3.5
C -0.17061 -0.17407 -0.71964 -2.5 -0.6 1.3
C -0.90141 0.81067 0.14946 0.2 -1.7 -0.7
N 0.33620 0.27705 0.60321 1.6 0.1 1.5
C 0.42277 -0.67011 1.76215 -2.5 -0.5 1.1
H -0.57754 -1.15506 -0.91036 0.1 -0.6 0.9
H -0.94786 1.79160 -0.05357 0.6 3.4 -1.3
H -1.74856 0.60632 0.69424 -1.7 -1.5 1.2
H 1.15743 0.93473 0.55492 -1.0 -0.9 -0.1
H -0.53254 -1.20745 2.08367 0.5 0.7 -1.8
H 1.06363 -1.39947 1.37077 1.4 -1.1 0.6
H 0.53692 -0.25710 2.78152 1.3 0.6 -1.0

***

[2]
14
Properties=species:S:1:pos:R:3:forces:R:3 method="wB97M-V/def2-TZVPD" total_charge=+1 orbital_gap_ev=8.998 e_homo_ev=-13.596 multiplicity=1 de_lowest_ev=3.7712
C -0.49819 -1.35884 1.91982 2.0 -0.9 1.0
N -0.95469 -1.00303 0.79590 -2.8 -2.4 2.5
N -0.35510 -0.24173 -0.04500 4.5 7.3 -0.3
C -0.39116 -0.53525 -1.43091 2.4 2.9 -2.5
C 0.33428 1.00599 0.37461 -2.0 -5.7 -3.7
N 0.97296 1.77100 -0.46947 -0.2 0.8 -1.3
H -1.15180 -1.99355 2.61191 1.0 1.1 -1.2
H 0.65392 -1.22960 2.18744 -2.4 0.1 -0.3
H -0.74615 0.30097 -2.14620 0.3 -0.7 1.6
H 0.66331 -0.72821 -1.77146 -0.9 -0.3 0.2
H -0.98920 -1.31893 -1.67313 -1.6 -2.5 -0.2
H 0.28605 1.09905 1.38661 -0.2 1.1 2.7
H 1.08687 2.80021 -0.27397 0.1 -1.7 -0.2
H 1.08890 1.43192 -1.46614 -0.2 0.9 1.7

***

[3]
14
Properties=species:S:1:pos:R:3:forces:R:3 method="wB97M-V/def2-TZVPD" total_charge=+1 orbital_gap_ev=10.474 e_homo_ev=-14.842 multiplicity=1 de_lowest_ev=2.0368
C -2.58531 0.73122 -0.18539 0.2 0.3 -0.6
C 0.62571 0.07635 -1.25626 0.3 0.0 -0.3
C 1.47220 -0.56159 0.89936 1.0 0.0 0.8
N -2.72227 1.51566 -1.06919 -0.4 0.0 -0.4
N -2.11979 -0.15611 0.51547 0.1 -0.7 1.0
N 0.44813 -0.27020 -0.05527 -1.0 0.1 -0.3
H -3.01814 2.46741 -1.12900 -0.1 0.3 0.2
H -0.22089 0.29659 -1.89071 -0.2 0.0 0.1
H 1.62039 0.16541 -1.68150 0.1 -0.1 0.1
H 2.33268 -1.04714 0.44067 -0.1 0.0 -0.1
H 1.82433 0.36728 1.35927 -0.2 -0.1 0.0
H 1.06223 -1.19247 1.68547 0.0 0.0 -0.1
H -2.65339 -0.84672 1.01464 -0.4 0.0 0.0
H -0.59012 -0.30940 0.29051 0.7 0.1 -0.2

***

[4]
15
Properties=species:S:1:pos:R:3:forces:R:3 method="wB97M-V/def2-TZVPD" total_charge=+1 orbital_gap_ev=8.928 e_homo_ev=-13.093 multiplicity=1 de_lowest_ev=6.4687
C -0.11186 0.19218 1.22096 -3.5 -2.8 -1.1
C 1.07604 -0.49779 0.66958 -1.3 -2.1 0.7
C -1.19921 0.01662 -0.46169 1.7 -0.8 2.9
N -1.26360 1.44669 -0.45858 1.8 0.7 -2.1
N -0.13515 -0.54202 -1.36086 -3.1 2.9 0.9
N 1.08988 -0.14310 -0.78474 0.8 -1.2 0.7
O -2.23916 2.02777 -0.13069 -1.1 -0.5 0.5
H -0.71401 -0.31320 2.08004 1.3 1.1 -1.7
H -0.07970 1.25017 1.21012 0.4 0.9 0.8
H 1.92496 -0.12160 1.12906 2.1 0.8 0.6
H 1.09119 -1.62840 0.78522 -0.2 1.4 -0.3
H -2.13996 -0.52788 -0.24195 0.7 0.0 -0.7
H -0.35772 -1.45713 -1.71561 1.1 -0.5 0.3
H 1.12802 0.89894 -0.75263 0.1 -0.6 -1.1
H 1.93028 -0.60125 -1.18822 -0.7 0.7 -0.4

***

[5]
15
Properties=species:S:1:pos:R:3:forces:R:3 method="wB97M-V/def2-TZVPD" total_charge=+1 orbital_gap_ev=10.803 e_homo_ev=-14.522 multiplicity=1 de_lowest_ev=2.3107
N 0.82511 1.22961 -0.90682 0.6 -3.6 -3.0
C 0.09744 0.21338 -0.24825 0.7 1.9 1.0
N -1.23182 -0.16423 -1.00281 1.1 -0.9 4.5
C 0.83001 -1.00712 0.30563 0.3 -2.3 -0.4
N 0.32216 -0.69650 1.61221 -1.4 1.0 1.3
C -0.21169 0.52866 1.39800 -0.9 -0.2 -2.9
O -0.81250 1.41978 1.92251 0.9 -1.0 0.0
H 0.80450 1.18505 -1.96339 0.6 -0.4 1.5
H 0.54204 2.11311 -0.74425 -1.3 3.7 1.5
H -1.11538 0.24278 -1.88094 -0.7 0.6 -2.0
H -1.95709 0.20600 -0.34563 0.1 -0.1 -1.4
H -1.19038 -1.18390 -0.93992 -0.8 0.1 -0.8
H 0.66437 -2.05319 -0.13881 -0.7 1.3 0.7
H 1.88948 -1.03817 0.40726 1.1 0.9 -0.9
H 0.54377 -0.99527 2.52519 0.6 -1.0 1.0

***

[6]
15
Properties=species:S:1:pos:R:3:forces:R:3 method="wB97M-V/def2-TZVPD" total_charge=+1 orbital_gap_ev=10.943 e_homo_ev=-14.903 multiplicity=1 de_lowest_ev=2.0724
C -1.88453 1.19570 -0.45611 0.3 -1.2 -0.4
C -2.69655 -0.69169 0.14319 1.5 0.9 0.4
C 2.64765 -0.17433 0.46374 2.1 -4.0 -0.1
N -3.01265 0.52750 -0.19088 -0.8 1.7 -0.2
N -0.86473 0.35159 -0.33315 0.0 -1.0 0.5
N -1.35174 -0.86164 0.07011 -0.7 -0.2 0.2
O 1.79830 0.17844 -0.61112 0.2 0.9 0.2
H -1.74279 2.23497 -0.78548 -0.3 -0.7 0.3
H 2.20250 0.95223 -1.00380 0.0 0.3 -0.6
H -3.40737 -1.29864 0.63728 -0.3 -1.2 -0.1
H 3.01639 0.53197 1.17880 -1.4 1.0 0.8
H 3.70509 -0.49348 0.15422 -1.5 0.1 -0.7
H 2.22359 -1.17440 0.82624 0.6 1.8 0.3
H 0.15403 0.42143 -0.45756 0.7 0.2 -0.1
H -0.78719 -1.69966 0.36451 -0.5 1.5 -0.6

***

[7]
15
Properties=species:S:1:pos:R:3:forces:R:3 method="wB97M-V/def2-TZVPD" total_charge=+1 orbital_gap_ev="5.803 / 7.888" e_homo_ev="-12.666 / -13.216" multiplicity=1 de_lowest_ev=3.9855
C -0.39810 2.66995 -0.41010 1.6 1.5 2.7
N 0.22966 1.43344 -0.81184 -0.3 1.7 -1.2
C -0.17100 0.31693 -0.37665 1.2 -3.5 -0.4
N 0.41391 -0.86131 -0.64938 -0.7 0.2 1.7
C 0.03463 -2.21235 0.05317 -0.6 0.4 -1.8
N -0.26166 -2.03434 1.43003 -0.8 0.0 0.7
S -1.44435 -1.32061 2.33139 0.2 0.2 -1.7
H -0.62779 3.46459 -1.09235 -0.5 -0.6 -1.4
H 0.43348 3.20170 0.14983 -1.2 -0.5 0.1
H -1.23048 2.41854 0.24768 0.1 0.3 -0.1
H 1.04471 1.56528 -1.41019 -0.1 -0.6 -0.1
H 1.39808 -0.87515 -0.85019 0.5 0.4 -0.2
H -0.80175 -2.51333 -0.64859 0.7 -0.3 1.5
H 0.93299 -2.91923 -0.00765 -1.4 1.2 -0.2
H 0.44769 -2.33411 2.04482 1.2 -0.6 0.4

***

[8]
15
Properties=species:S:1:pos:R:3:forces:R:3 method="wB97M-V/def2-TZVPD" total_charge=+1 orbital_gap_ev=10.199 e_homo_ev=-13.772 multiplicity=1 de_lowest_ev=2.4056
H -2.59526 2.77781 -0.65284 1.9 -1.2 0.1
N -1.70098 2.36025 -0.27121 -2.3 3.1 1.0
C -1.19210 1.27411 -0.42825 -0.4 -2.0 -2.2
N -0.06300 0.89574 0.27569 1.1 -0.2 -0.7
N 0.14633 -0.55867 0.31846 -2.3 2.1 2.6
C 1.41281 -0.92549 0.91932 3.3 0.4 0.0
C -0.00967 -0.95573 -1.05347 -1.7 0.5 -1.4
S -1.56536 0.00320 -1.65964 1.6 -1.1 0.9
H 0.11484 1.56594 1.01205 0.5 -0.8 0.9
H -0.61852 -0.86019 0.94682 0.2 -0.6 -0.5
H 2.28016 -0.61454 0.16989 -1.9 -0.6 1.7
H 1.50694 -0.33710 1.86776 0.1 -0.7 -0.8
H 1.50628 -2.02739 1.12778 -0.5 1.1 -0.3
H 0.92399 -0.57029 -1.41173 0.2 0.0 -1.4
H -0.14646 -2.02765 -1.16062 0.1 0.0 0.0

***

[9]
15
Properties=species:S:1:pos:R:3:forces:R:3 method="wB97M-V/def2-TZVPD" orbital_gap_ev=9.411 e_homo_ev=-8.417 multiplicity=1 de_lowest_ev=3.6710
C 0.94653 -0.57026 -1.26527 -1.2 0.4 3.1
C 0.05322 -0.23951 0.03851 0.4 1.5 -2.0
C 0.92971 -0.09191 1.23043 2.0 -0.7 2.4
N -1.01923 -1.19488 0.17463 -1.6 -0.1 -0.5
N -2.14287 -0.63353 0.06598 1.0 -0.9 0.6
N -2.02675 0.70503 0.08258 0.4 1.7 -0.3
N -0.67831 1.01731 -0.28693 -0.7 -2.9 -1.5
H 0.43819 -0.02525 -2.04440 0.3 -0.1 -0.5
H 0.72880 -1.64455 -1.29709 1.3 0.0 -0.7
H 1.93414 -0.11761 -0.96419 -0.6 -1.2 -1.1
H 0.48352 0.21983 2.22529 0.0 -0.1 -1.4
H 1.75585 0.59943 0.95311 -0.6 -0.1 0.4
H 1.50562 -1.03320 1.52735 -0.9 0.8 -0.8
H -2.63013 1.22309 -0.55798 -0.3 -0.8 0.3
H -0.27827 1.78600 0.11799 0.5 2.3 1.9

***

[10]
15
Properties=species:S:1:pos:R:3:forces:R:3 method="wB97M-V/def2-TZVPD" orbital_gap_ev=9.871 e_homo_ev=-9.150 multiplicity=1 de_lowest_ev=6.1066
C -1.90159 -0.95033 -0.50659 -1.3 0.4 0.4
N -1.84104 -0.03323 0.70247 0.2 0.3 -4.0
C -1.23424 1.05034 0.46337 1.9 2.6 5.8
N -0.19997 1.71096 -0.34939 1.0 -4.2 0.3
C 0.89522 0.90743 -0.37931 -1.9 4.6 -0.2
N 1.05447 -0.38639 0.13602 -0.6 4.4 -2.3
N 2.36442 -0.57116 0.37826 4.5 -1.6 -0.5
H -3.12841 -0.87569 -0.73490 3.7 -0.9 -0.1
H -1.59947 -1.80850 0.10990 -0.7 -1.0 -1.4
H -1.09623 -0.79957 -1.39893 -2.3 0.0 2.0
H -1.20687 1.55509 1.60194 -0.1 0.0 -3.0
H 1.89944 1.70875 -0.70246 -2.8 -3.5 0.8
H 0.29965 -0.83554 0.62601 0.3 0.0 0.6
H 2.93174 0.32270 0.56363 -1.6 -1.8 -0.2
H 2.76288 -0.99485 -0.51003 -0.1 0.6 1.7

***

[11]
15
Properties=species:S:1:pos:R:3:forces:R:3 method="wB97M-V/def2-TZVPD" orbital_gap_ev=9.200 e_homo_ev=-8.241 multiplicity=1 de_lowest_ev=3.9549
C 0.59367 1.11876 1.52985 0.6 0.0 1.3
C 0.69685 -0.18544 0.77605 -0.8 0.3 0.4
C 0.26166 -0.05691 -0.67241 -1.4 -2.6 0.0
N -0.86190 -1.11372 -0.69554 0.4 2.0 1.2
N -1.36785 -1.72364 -1.85385 -1.7 -1.9 -0.3
N -0.79692 -1.80012 0.45196 -1.9 -1.0 -0.3
N -0.09732 -1.30526 1.32953 0.1 0.0 0.2
H -0.28558 1.62946 1.27195 -1.6 0.7 -0.3
H 1.38848 1.80919 1.20620 0.1 -0.4 0.4
H 0.57283 0.98187 2.65088 0.3 0.1 -1.2
H 1.64210 -0.53713 1.02445 2.2 -0.6 -0.5
H -0.22867 0.89546 -0.69989 0.3 0.6 -1.4
H 0.88643 -0.50151 -1.44937 0.6 1.4 -0.1
H -2.29073 -1.35017 -2.22803 1.5 0.7 1.0
H -1.79174 -2.61958 -1.49179 1.3 0.6 -0.4

***

[12]
15
Properties=species:S:1:pos:R:3:forces:R:3 method="wB97M-V/def2-TZVPD" orbital_gap_ev=9.685 e_homo_ev=-8.969 multiplicity=1 de_lowest_ev=6.9683
C -1.61018 1.19966 0.21693 1.1 2.9 4.2
C -1.62810 -1.03698 -0.52390 -2.9 -0.7 0.1
C 0.57695 -0.88997 0.40002 2.2 -0.5 3.7
H -2.22527 2.35288 -0.00042 2.1 -3.7 0.6
H -0.21933 1.29243 0.08739 -4.8 0.1 0.5
H -1.93270 0.88649 1.57934 1.4 1.4 -3.7
H -2.31124 -1.95024 -1.13036 2.3 2.8 2.0
H 1.16056 -1.05677 1.35904 -0.4 -0.6 -1.0
H 0.86146 0.09641 -1.21980 0.7 1.0 0.5
H 3.02524 -0.62163 -0.44910 1.6 -2.6 -0.5
H 3.17583 0.77121 0.34939 -1.7 -0.3 -0.5
N -2.24321 0.13009 -0.39198 1.8 -3.5 -2.4
N -0.53416 -1.53002 0.33603 -0.6 2.5 -2.3
N 1.29390 0.12484 -0.27111 -5.9 -0.8 -2.3
N 2.61023 0.23161 -0.34148 3.1 2.0 0.9

***

[13]
15
Properties=species:S:1:pos:R:3:forces:R:3 method="wB97M-V/def2-TZVPD" orbital_gap_ev="7.591 / 7.508" e_homo_ev="-6.861 / -6.773" multiplicity=1 de_lowest_ev=3.3213
C 1.82864 -0.24044 0.70416 -0.1 0.1 -0.2
N -1.59438 0.65692 -1.90809 0.1 0.3 -1.1
N -1.62663 0.31448 -0.66449 -0.3 -0.2 1.0
N 1.00422 0.35669 -1.55161 0.1 0.1 -0.7
C -0.59735 0.02127 0.11843 -0.5 0.0 -0.3
C 0.76846 0.06772 -0.33605 0.5 0.0 0.1
N -0.88433 -0.26001 1.46872 -0.1 0.1 0.4
H -2.52960 0.86389 -2.25253 -0.2 -0.2 0.6
H -2.52784 0.27632 -0.15619 0.4 0.0 -0.4
H 1.99129 0.37230 -1.79662 0.1 -0.1 0.4
H -1.85057 -0.51317 1.63145 0.1 -0.1 0.1
H -0.26795 -0.95329 1.86744 -0.2 -0.1 0.0
H 2.81638 -0.03588 0.29753 0.0 0.0 0.0
H 1.79036 -1.29306 0.98412 0.0 -0.1 0.1
H 1.67931 0.36626 1.59375 0.0 0.0 0.1

***

[14]
15
Properties=species:S:1:pos:R:3:forces:R:3 method="wB97M-V/def2-TZVPD" orbital_gap_ev=8.981 e_homo_ev=-8.580 multiplicity=1 de_lowest_ev=9.6960
C 0.02079 1.71028 1.88079 0.2 -1.0 1.2
C -0.01748 0.98015 -0.40954 0.6 0.5 -3.6
C 0.42812 -1.97109 -1.84134 -1.7 -1.3 -1.3
H 1.18318 1.54533 2.44027 -3.8 -0.6 -1.5
H 0.31809 2.46482 1.24244 0.2 2.3 -0.9
H -0.82311 2.07305 2.58119 1.7 -0.9 -0.9
H 0.55253 -1.10412 1.07519 -3.7 1.8 1.7
H -1.27638 -1.48327 1.10519 3.2 4.0 1.2
H -0.35064 2.05943 -0.55437 1.6 -1.1 -0.4
H 1.23972 -1.82651 -3.00758 -2.6 0.0 4.0
H -0.20711 -3.15838 -1.86128 2.3 3.9 0.5
N -0.56990 0.70012 0.83297 1.9 -1.5 2.4
N -0.44352 -0.60612 1.52272 0.6 -4.3 -2.8
N 0.54732 0.22179 -1.47220 -3.8 2.8 6.3
N 0.00540 -1.01384 -0.99784 3.2 -4.6 -5.8

***

[15]
16
Properties=species:S:1:pos:R:3:forces:R:3 method="wB97M-V/def2-TZVPD" orbital_gap_ev=9.355 e_homo_ev=-8.798 multiplicity=1 de_lowest_ev=4.6028
C -2.00115 0.10847 -1.88254 2.3 -2.6 5.6
N -1.06909 0.15516 -0.89671 -1.7 1.5 -4.2
N -0.90904 -0.94921 -0.08427 -2.2 2.4 -0.8
C 0.35221 -1.36581 0.07670 3.3 1.8 -1.4
O 0.72578 -2.50318 0.08892 -0.6 -1.3 1.0
N 1.42590 -0.36800 -0.04408 -0.1 -2.6 0.1
N 1.42205 0.99686 0.20333 -1.6 0.2 -1.1
C 0.89700 1.16460 1.57939 1.5 -0.1 -1.3
H -2.62550 -0.77733 -1.69938 -0.4 0.1 -1.1
H -2.25057 0.79019 -2.66323 0.5 0.9 0.1
H -1.64374 -1.59100 -0.21035 -0.6 -1.7 0.1
H 2.13050 -0.84214 0.55201 0.0 0.6 -1.0
H 1.00635 1.52507 -0.67242 0.6 -1.5 3.0
H -0.14154 0.94145 1.79755 -0.2 -0.4 -0.3
H 1.61893 0.52220 2.15760 -1.0 0.9 0.0
H 1.06192 2.19267 1.69749 0.2 1.6 1.3

***

[16]
16
Properties=species:S:1:pos:R:3:forces:R:3 method="wB97M-V/def2-TZVPD" orbital_gap_ev=9.751 e_homo_ev=-9.342 multiplicity=1 de_lowest_ev=5.2637
C 1.59358 -0.31719 -2.48396 2.0 -0.5 4.6
N 1.58484 -0.16471 -1.10714 0.8 -1.2 -6.1
N 0.39020 0.05769 -0.49868 3.0 0.1 -0.4
C 0.46836 -0.03110 0.88230 6.0 0.5 0.8
O 1.60438 -0.12590 1.44171 -4.0 0.1 -1.2
N -0.70867 0.04125 1.50123 -0.9 -1.6 2.8
N -1.76718 -0.28302 0.68654 0.0 -2.8 -4.6
C -2.45643 0.76900 -0.05130 2.0 3.2 1.4
H 2.54199 -0.75892 -3.01851 -1.7 1.4 1.6
H 0.75287 -0.19309 -3.13243 -0.9 0.1 -0.1
H -0.37258 0.08536 -1.10418 -1.5 0.4 -0.6
H -0.68544 -0.62937 2.35424 -0.1 1.9 -1.7
H -1.31952 -0.88198 -0.22544 -2.0 0.9 3.8
H -3.35763 0.32091 -0.31428 -1.7 -0.2 -0.8
H -1.94018 1.36002 -0.90911 -0.5 -1.5 0.8
H -2.58201 1.62151 0.66011 -0.5 -0.7 -0.3